Entry 1:
A structure of composition C35H30BeNO4. Source: the OMol25 dataset; level of theory: wB97M-V/def2-TZVPD.

Its net charge is -1. Its highest occupied orbital energy is -3.6 eV. The calculation puts the LUMO energy at 0.09906 hartree.

Geometry as XYZ:
```
71
Properties=species:S:1:pos:R:3:forces:R:3
Be -0.2652 1.1068 -0.4353 -0.6172 1.2365 -0.6185
O 1.0802 0.6254 -1.0197 2.2609 -0.7923 1.4625
C 2.3266 0.7110 -0.2956 -1.4043 -1.1013 -1.4895
C 2.1819 1.6794 0.9151 0.3327 1.1850 0.3444
C 1.0372 1.3046 1.8217 0.0896 -0.5539 0.5422
C 1.3112 0.8586 3.1298 -0.2947 0.1333 -0.5072
C 0.2978 0.2483 3.8547 -0.4181 0.2089 0.0837
C -0.9830 0.1429 3.3037 0.9782 0.5602 -0.8545
C -1.1864 0.6011 1.9802 0.3948 -0.0479 1.0843
C -2.4947 0.2931 1.3114 -0.7154 0.7313 0.4033
C -2.3995 -0.3146 -0.1098 0.5373 0.0887 -1.2540
O -1.6170 0.4975 -0.9537 -1.0135 -1.6894 1.2211
C -3.8328 -0.3852 -0.7143 -0.7879 0.0133 0.1399
C -4.7987 -1.2070 -0.1169 -0.0081 0.0598 -0.2629
C -6.1127 -1.2534 -0.5887 0.1175 -0.2651 0.2074
C -6.5327 -0.5146 -1.6841 0.8962 0.2024 0.3145
C -5.5761 0.3111 -2.2816 -0.2936 -0.1530 -0.1602
C -4.2741 0.3901 -1.8193 1.0738 -0.0028 0.8552
C -1.8597 -1.7763 -0.0290 0.1881 -0.3569 -0.7004
C -1.4376 -2.4063 -1.2283 -0.1363 0.0117 0.2494
C -1.0469 -3.7447 -1.2258 0.0076 0.3547 -0.0604
C -0.9755 -4.4961 -0.0499 -0.1886 0.4501 -0.2500
C -1.3638 -3.8827 1.1178 -0.3377 0.5202 0.5737
C -1.8213 -2.5581 1.1299 -0.0980 0.1056 -0.2704
N -0.2061 1.2375 1.3063 0.4384 -2.5213 0.9310
C 3.3517 1.1926 -1.3650 0.1235 0.5810 -0.3656
C 4.3382 0.3868 -1.9609 -0.5294 0.3769 0.5625
C 5.1624 0.8872 -2.9642 0.0646 -0.1293 -0.2423
C 5.0545 2.1989 -3.4141 -0.2622 -0.1258 0.4154
C 4.0629 3.0033 -2.8407 -0.1759 0.1748 -0.3436
C 3.1795 2.4975 -1.8947 0.2785 -0.8358 0.5026
C 2.7961 -0.6492 0.3192 0.5960 -0.2317 0.1168
C 4.0716 -0.6651 0.9344 -0.5686 -0.1457 0.3632
C 4.5287 -1.7488 1.6975 -0.2101 0.4402 -0.7434
C 3.7974 -2.9372 1.7185 -0.7567 0.3221 -0.2309
C 2.5646 -2.9708 1.0409 0.5536 0.7127 -0.0885
C 2.0594 -1.8444 0.3597 0.4079 0.2475 0.1578
H 3.0892 1.6492 1.5768 -0.6117 0.2584 -0.8730
H 2.0098 2.7110 0.5202 0.2166 -0.7456 0.2561
H 2.3222 0.9477 3.5248 -0.2329 -0.1414 -0.1430
H 0.5035 -0.1732 4.8416 -0.0725 0.2015 -0.2394
H -1.7818 -0.3229 3.8518 -0.1763 -0.1994 0.0197
H -3.0499 -0.3210 2.0563 0.0430 0.2887 -0.8199
H -3.0680 1.2256 1.1671 0.2629 -0.1762 0.1399
H -4.5474 -1.8604 0.7232 0.0843 0.2679 -0.2190
H -6.7960 -1.9158 -0.0752 -0.1878 -0.0272 -0.0117
H -7.5554 -0.5639 -2.0242 -0.0553 0.0189 -0.1423
H -5.8302 0.9042 -3.1482 -0.1608 0.1154 -0.0575
H -3.5769 1.1071 -2.2697 -0.1448 -0.4993 0.1887
H -1.4294 -1.8638 -2.1869 -0.0892 -0.0736 0.7166
H -0.8063 -4.1963 -2.1764 0.1767 -0.1167 -0.0778
H -0.6571 -5.5259 -0.0460 0.0729 -0.1463 -0.1121
H -1.3741 -4.3985 2.0728 0.1391 -0.1877 -0.1384
H -2.1925 -2.1736 2.0777 0.2023 0.0433 -0.1857
H 4.4561 -0.6483 -1.6557 0.0020 0.1243 0.0168
H 5.8758 0.1955 -3.4057 0.0278 0.2011 -0.0491
H 5.6904 2.5701 -4.2164 -0.0682 -0.0291 0.2349
H 3.9290 4.0369 -3.1791 0.0283 -0.3964 0.0269
H 2.2936 3.0428 -1.5792 0.2099 0.1832 0.0133
H 4.7037 0.2195 0.8331 -0.1699 -0.1827 0.1967
H 5.4653 -1.6102 2.2275 0.0243 -0.3465 -0.0525
H 4.1471 -3.8192 2.2518 -0.0339 0.2095 -0.0421
H 1.9801 -3.8739 1.0306 -0.1367 -0.2362 0.0284
H 1.1050 -1.9078 -0.1583 0.0756 0.1247 0.1326
C -1.8509 4.7833 0.0423 0.8358 -1.4057 -1.1298
O -1.6362 3.3183 -0.1470 -2.5001 2.7292 1.5940
C -0.4964 2.8724 -0.5712 2.2100 -2.5348 -2.0095
O 0.3682 3.5438 -1.1084 0.1125 2.3924 0.1130
H -2.9225 4.8428 0.1406 -0.2306 0.3655 0.1746
H -1.4837 5.2776 -0.8732 -0.1839 0.0926 0.5847
H -1.3024 5.1076 0.9334 -0.1927 0.0634 -0.2229
```
Forces are in eV/Å.

Entry 2:
A structure of composition C35H30BrFIN6O8Rh. Source: the OMol25 dataset; level of theory: wB97M-V/def2-TZVPD.

The energy above the lowest of the compared OMol25 structures with the same formula, charge and spin is 25.6 kJ/mol. Its highest occupied orbital energy (spin up / spin down) is -8.1 / -8.1 eV. The calculation puts the LUMO energy (spin up / spin down) at -0.02274 / -0.02276 hartree.

Geometry as XYZ:
```
83
Properties=species:S:1:pos:R:3:forces:R:3
Rh 0.0394 -0.1484 0.1809 0.7695 -0.2908 -0.1920
C -3.7522 -4.1301 -0.3385 -0.0211 0.0313 -0.0487
O -4.5070 -3.2209 -1.1483 0.0241 0.0152 -0.0164
C -4.3620 -3.4033 -2.5028 0.0257 -0.0862 0.0666
C -5.4682 -3.8495 -3.2150 0.0508 0.0332 0.0303
C -5.3935 -4.0646 -4.5788 -0.0264 -0.0035 0.0185
C -4.1953 -3.8367 -5.2415 -0.0021 -0.0075 -0.0335
C -3.1003 -3.3647 -4.5433 -0.0525 0.0639 0.0106
C -3.1671 -3.1198 -3.1713 0.0073 0.0297 -0.1191
N -1.9808 -2.6875 -2.5350 -0.0145 -0.0612 0.1423
C -1.7857 -1.6572 -1.6543 0.0593 0.3420 -0.1538
N -2.8521 -0.9582 -1.2565 0.1634 -0.0110 0.0649
C -2.8302 0.2273 -0.4946 0.1007 -0.1539 0.0386
C -1.7137 0.6987 0.1686 -0.1985 0.7381 0.2727
C -1.8277 1.9095 0.8649 0.0721 -0.1670 0.0861
C -3.0210 2.5936 0.9257 -0.0674 0.0122 -0.0032
C -4.1519 2.1028 0.2717 0.0366 0.0041 0.0276
C -4.0506 0.9228 -0.4340 -0.0246 -0.0842 -0.0434
O -5.0716 0.3302 -1.1257 -0.0202 0.0106 0.0291
C -6.3471 0.9375 -1.0442 0.0198 0.0225 -0.0011
N -0.5649 -1.3439 -1.2792 -0.5927 -0.6309 0.0095
C 0.5078 -2.1656 -1.7509 -0.0363 0.2292 0.0637
C 1.4162 -1.6626 -2.6647 -0.0060 -0.0302 -0.0506
C 2.5111 -2.4251 -3.0530 -0.0550 -0.0389 0.0505
C 2.6779 -3.6916 -2.5171 0.0356 0.0091 -0.0242
C 1.7793 -4.2051 -1.5873 -0.0060 0.0328 0.0216
C 0.6994 -3.4321 -1.1848 0.0719 0.0196 0.0123
O -0.2020 -3.7951 -0.2375 -0.0636 -0.0078 0.0246
C 0.0738 -4.9707 0.5077 0.0079 -0.0100 -0.0140
H -3.9194 -3.8291 0.6927 -0.0068 -0.0022 0.0024
H -2.6868 -4.0782 -0.5668 0.0106 -0.0109 0.0211
H -4.1173 -5.1482 -0.4917 0.0154 -0.0078 0.0160
H -6.3755 -4.0359 -2.6558 -0.0178 -0.0085 -0.0243
H -6.2616 -4.4191 -5.1175 0.0051 -0.0015 -0.0123
H -4.1160 -4.0108 -6.3059 -0.0003 -0.0039 -0.0014
H -2.1714 -3.1607 -5.0623 0.0066 0.0133 0.0087
H -1.1264 -3.0098 -2.9651 0.0191 -0.0443 0.0563
H -3.7639 -1.3022 -1.5115 -0.0580 0.0581 0.0167
H -0.9554 2.2999 1.3796 -0.0043 0.0340 -0.0368
H -3.0851 3.5232 1.4758 -0.0050 0.0021 0.0049
H -5.0841 2.6457 0.3141 -0.0019 0.0076 0.0058
H -7.0241 0.3065 -1.6132 0.0115 -0.0122 -0.0007
H -6.3328 1.9392 -1.4803 -0.0086 0.0000 0.0073
H -6.6851 0.9962 -0.0069 -0.0176 0.0034 -0.0055
H 1.2660 -0.6539 -3.0283 0.0010 0.0006 0.0073
H 3.2309 -2.0247 -3.7527 0.0043 -0.0076 -0.0110
H 3.5275 -4.2946 -2.8110 0.0030 -0.0015 -0.0010
H 1.9460 -5.1850 -1.1633 0.0149 -0.0076 -0.0004
H -0.6848 -5.0213 1.2847 -0.0059 -0.0013 -0.0047
H 1.0597 -4.9120 0.9695 0.0533 -0.0090 0.0463
H 0.0146 -5.8632 -0.1204 0.0025 0.0061 0.0029
F 2.8843 -5.0849 3.1729 -0.0325 0.0129 0.0134
C 3.6224 -4.3018 2.3745 0.0419 0.0596 -0.0832
C 3.5083 -2.9727 2.4013 -0.0525 -0.0570 0.0535
N 4.2576 -2.1515 1.5922 0.0456 0.0390 0.0050
C 3.9100 -0.7413 1.5169 0.0598 -0.0297 0.0340
C 2.4690 -0.5581 1.0759 -0.1161 -0.1027 -0.0202
O 1.9373 0.5699 1.2480 -0.2837 -0.0236 0.0166
O 1.8623 -1.5370 0.5644 0.2830 0.6447 0.1206
C 5.1578 -2.6655 0.6799 -0.0177 -0.0717 -0.0819
O 5.8166 -1.9884 -0.0770 -0.0146 0.0297 0.0081
N 5.2587 -4.0479 0.6964 -0.0075 0.0414 0.0138
C 4.5171 -4.9622 1.4345 -0.0780 -0.0655 0.0262
O 4.6235 -6.1574 1.2765 0.0488 0.0142 -0.0074
H 2.8071 -2.4819 3.0633 -0.0013 -0.0036 0.0009
H 4.5655 -0.2835 0.7783 -0.0025 0.0327 0.0204
H 4.0759 -0.2498 2.4760 -0.0423 0.0001 0.0022
H 5.9065 -4.4338 0.0246 -0.0082 -0.0052 -0.0066
O 1.4055 3.3959 -0.9773 0.1123 0.0527 -0.0410
C 0.9600 2.3063 -1.0128 -0.2208 -0.0730 0.1282
N 0.4701 1.2191 -1.1422 0.3037 -0.1029 -0.5284
Br 1.2687 0.9062 4.2067 -0.0142 0.0148 -0.0211
C 0.2881 -0.2716 5.2918 -0.0313 -0.0391 0.0058
C 0.3771 -0.1440 6.6731 0.0359 0.0370 0.0299
C -0.3195 -1.0032 7.5031 -0.0189 -0.0329 -0.0068
C -1.1123 -2.0019 6.9567 0.0220 0.0227 0.0155
C -1.2068 -2.1326 5.5823 -0.0355 -0.0468 -0.1061
C -0.5079 -1.2692 4.7459 -0.0153 0.1003 -0.0964
I -0.7563 -1.5860 2.6767 -0.2398 -0.4803 0.1679
H 0.9988 0.6367 7.0888 0.0044 0.0043 -0.0155
H -0.2403 -0.8929 8.5761 0.0006 0.0058 -0.0003
H -1.6595 -2.6803 7.5969 -0.0040 -0.0063 -0.0045
H -1.8251 -2.9099 5.1539 0.0002 0.0109 -0.0095
```
Forces are in eV/Å.

Entry 3:
A structure of composition C35H30BrN4O2SSbSe4Tc. Source: the OMol25 dataset; level of theory: wB97M-V/def2-TZVPD.

Its net charge is +3. Its highest occupied orbital energy is -14.9 eV. The calculation puts the LUMO energy at -0.40614 hartree.

Geometry as XYZ:
```
79
Properties=species:S:1:pos:R:3:forces:R:3
Tc -0.3605 0.4498 -0.2396 -0.0577 0.0038 0.0047
C -1.8285 2.1533 2.1550 0.0040 0.0509 -0.0145
O -0.6027 1.6205 1.6217 -0.0514 -0.0017 0.0482
C 0.3436 1.1882 2.5554 -0.0076 -0.0030 -0.0569
C 0.3731 1.6287 3.8649 -0.0605 0.0380 0.0271
C 1.3667 1.1530 4.7131 0.0513 -0.0430 -0.0001
C 2.3104 0.2515 4.2474 -0.0234 0.0231 0.0023
C 2.2722 -0.1861 2.9305 0.0464 -0.0356 0.0391
C 1.2872 0.2805 2.0756 -0.0166 -0.0166 -0.1702
N 1.1557 -0.1175 0.7018 -0.0381 0.0909 0.0615
N 2.2258 -0.7871 0.2320 0.1019 0.0058 0.1404
C 2.3099 -1.3253 -0.9381 -0.1370 0.0353 -0.0172
C 1.2023 -1.4142 -1.9443 0.0481 -0.0428 0.0837
O 0.0960 -0.8474 -1.7823 0.0778 0.0681 0.0426
C 1.4016 -2.2171 -3.1077 -0.0636 -0.0353 -0.0621
C 2.5831 -2.8255 -3.3390 0.0489 0.0090 0.0376
C 3.7157 -2.7161 -2.4494 -0.0388 0.0156 0.0062
C 4.9207 -3.3452 -2.7627 -0.0420 -0.0244 -0.0528
C 6.0062 -3.2376 -1.9148 0.0414 0.0048 0.0336
C 5.8928 -2.4948 -0.7453 0.0019 -0.0076 -0.0188
C 4.7012 -1.8651 -0.4233 -0.0123 0.0183 0.0358
C 3.5980 -1.9723 -1.2646 0.0383 -0.0126 -0.0288
H -1.6371 3.0773 2.6985 0.0085 0.0175 -0.0031
H -2.2979 1.4265 2.8184 0.0097 -0.0028 -0.0032
H -2.4673 2.3657 1.3047 0.0041 -0.0068 -0.0264
H -0.3774 2.3071 4.2477 0.0265 -0.0282 -0.0067
H 1.3824 1.4755 5.7450 0.0017 0.0025 -0.0022
H 3.0711 -0.1312 4.9136 -0.0041 0.0049 -0.0024
H 2.9922 -0.9033 2.5655 0.0001 0.0043 -0.0083
H 0.5681 -2.3013 -3.7919 0.0132 -0.0015 0.0025
H 2.7057 -3.4214 -4.2365 0.0025 0.0043 0.0036
H 4.9963 -3.9220 -3.6761 -0.0037 0.0060 0.0019
H 6.9375 -3.7291 -2.1599 -0.0013 0.0013 0.0024
H 6.7401 -2.4080 -0.0785 -0.0031 -0.0010 -0.0034
H 4.6247 -1.2894 0.4880 -0.0027 0.0035 -0.0039
C 4.0204 2.8523 -2.8861 -0.0467 -0.0036 0.0000
C 2.5333 2.7444 -2.7049 0.0525 0.0113 0.0222
C 1.6406 3.2913 -3.6266 -0.0104 0.0085 -0.0192
C 0.2727 3.1580 -3.4486 0.0031 0.0683 -0.0412
C -0.1424 2.4613 -2.3380 0.0087 0.0369 0.0756
Br -1.9598 2.1139 -1.9341 -0.0191 -0.0558 -0.0189
N 0.6714 1.9217 -1.4405 -0.0715 -0.1940 -0.1613
C 1.9954 2.0675 -1.6215 0.0079 0.0432 0.0719
H 4.3091 3.8682 -3.1532 -0.0050 -0.0005 0.0047
H 4.3494 2.1984 -3.6952 0.0033 0.0016 0.0009
H 4.5556 2.5647 -1.9826 -0.0040 -0.0059 -0.0038
H 2.0168 3.8237 -4.4917 -0.0064 0.0004 0.0015
H -0.4406 3.5719 -4.1466 0.0031 -0.0087 -0.0001
H 2.6310 1.6238 -0.8656 -0.0038 -0.0409 -0.0194
N -1.8768 -0.7758 0.0137 0.0339 0.0659 -0.1300
S -3.3773 -0.4528 0.6065 0.0167 -0.1371 -0.0116
C -4.5076 -0.8181 -0.7062 -0.0060 0.0967 0.0516
C -5.2357 0.2468 -1.2222 0.0192 0.0049 0.0167
C -6.1128 0.0108 -2.2714 -0.0042 -0.0250 -0.0167
C -6.2444 -1.2724 -2.7840 0.0124 0.0289 0.0186
C -5.5127 -2.3301 -2.2509 0.0047 -0.0067 0.0044
C -4.6399 -2.1110 -1.1995 -0.0011 -0.0366 0.0013
C -3.7215 -1.7472 1.7846 -0.0009 -0.0078 -0.0029
C -2.6921 -2.5280 2.2849 -0.0041 0.0079 0.0065
C -2.9987 -3.4926 3.2369 -0.0090 0.0046 0.0053
C -4.3052 -3.6516 3.6742 0.0038 0.0042 -0.0080
C -5.3216 -2.8482 3.1684 0.0124 0.0174 -0.0153
C -5.0362 -1.8835 2.2165 0.0039 -0.0267 0.0153
H -1.8654 -1.6350 -0.5333 -0.0624 -0.0380 -0.0139
H -5.1403 1.2377 -0.7935 0.0006 0.0044 -0.0111
H -6.6997 0.8231 -2.6779 0.0015 -0.0059 0.0013
H -6.9330 -1.4564 -3.5979 0.0011 0.0010 0.0058
H -5.6380 -3.3288 -2.6469 0.0062 0.0057 0.0028
H -4.0939 -2.9350 -0.7548 -0.0081 -0.0027 -0.0088
H -1.6753 -2.3931 1.9411 -0.0008 0.0039 0.0055
H -2.2128 -4.1211 3.6328 -0.0041 0.0008 0.0001
H -4.5369 -4.4068 4.4131 0.0029 0.0044 -0.0025
H -6.3390 -2.9756 3.5118 0.0055 -0.0027 -0.0001
H -5.8267 -1.2641 1.8099 0.0027 -0.0075 0.0051
Se 0.9348 6.9130 2.5662 0.0091 -0.0089 0.0260
Sb 3.7622 6.7044 2.7541 0.0449 0.1241 -0.1229
Se 0.5590 5.0509 1.5693 0.0932 -0.0072 0.0339
Se 4.5702 7.6998 0.8653 -0.0139 0.0835 -0.1374
Se 4.0550 5.5591 4.6999 -0.0342 -0.1514 0.2759
```
Forces are in eV/Å.

These records have energy values of -46867.7442 -145971.9739 -397809.7438 eV, in the order they appear.
These records have largest force on an atom values of 4.03 0.87 0.32 eV/A, in the order they appear.